The following is a DFT calculation (ωB97M-V with the def2-TZVPD basis set) of a structure of composition C29H44N6ScTe.

The total charge is +3. As for the LUMO energy: -0.3433 Eh. The calculation puts the HOMO energy at -0.6010 Ha. The energy above the lowest of the compared OMol25 structures with the same formula, charge and spin is 16.4 kcal per mole. The HOMO-LUMO gap comes out at 7.011 eV.

Each line ends with the Löwdin charge.
Cartesian coordinates (Å):
Sc 0.0621 0.4740 -0.1260  1.0139
C -1.0454 2.6539 2.2040  -0.0120
C 0.0117 2.7375 1.1300  -0.3375
C 1.3071 2.2212 1.3303  -0.0905
C 2.3610 2.5463 0.4645  -0.2617
C 3.7564 2.0526 0.7131  -0.0045
C 2.0904 3.3866 -0.6185  -0.0487
C 0.8051 3.8279 -0.9063  -0.2964
C 0.5394 4.7223 -2.0791  -0.0183
C -0.2403 3.4525 -0.0454  -0.0103
H -0.7906 1.9275 2.9731  0.0780
H -2.0363 2.4282 1.8065  0.0857
H -1.1183 3.6304 2.6871  0.1181
H 1.5115 1.6449 2.2281  0.1233
H 4.4454 2.8958 0.7721  0.1123
H 4.1074 1.4190 -0.1047  0.0981
H 3.8276 1.4936 1.6447  0.0856
H 2.9078 3.6815 -1.2677  0.1460
H -0.4448 4.5402 -2.5116  0.0927
H 1.2964 4.6058 -2.8531  0.0903
H 0.5596 5.7650 -1.7533  0.1154
H -1.2411 3.8316 -0.2287  0.1460
C 0.1219 -2.8010 -1.4506  -0.0228
N -0.8185 -2.2488 -2.4057  -0.0685
C -1.3734 -3.1464 -3.4398  -0.0497
C -2.7237 -2.5061 -3.7822  -0.0463
N -2.8402 -1.4249 -2.7879  -0.0420
C -3.8911 -0.4189 -2.9037  0.0078
C -1.7454 -1.3395 -2.0407  -0.3641
N -1.5280 -0.4830 -1.0301  -0.0737
C -2.5874 -0.0975 -0.0937  -0.1949
C -2.2530 -0.6553 1.2902  -0.1764
N -0.8110 -0.4614 1.5472  -0.0312
C -0.2785 -0.7629 2.7377  -0.3442
N -0.8721 -0.9722 3.9076  -0.0363
C -2.2817 -0.8602 4.3014  0.0128
C 0.0966 -1.4323 4.9241  -0.0599
C 1.4454 -1.1607 4.2632  -0.0632
N 1.0815 -0.8312 2.8676  -0.0926
C 1.9395 -1.3430 1.8239  -0.0181
H 0.7953 -3.4813 -1.9693  0.1157
H -0.3713 -3.3409 -0.6388  0.1141
H 0.7668 -2.0248 -1.0237  0.0433
H -1.4910 -4.1483 -3.0252  0.1398
H -0.7060 -3.1911 -4.2980  0.1217
H -3.5584 -3.1979 -3.6857  0.1416
H -2.7351 -2.0722 -4.7817  0.1228
H -4.1920 -0.3630 -3.9485  0.1103
H -3.5133 0.5565 -2.6016  0.0902
H -4.7641 -0.6809 -2.3076  0.1065
H -3.5732 -0.4648 -0.3723  0.1276
H -2.6791 0.9978 -0.0542  0.1166
H -2.5040 -1.7184 1.3280  0.1392
H -2.8737 -0.1271 2.0115  0.1087
H -2.9150 -1.5443 3.7443  0.0974
H -2.6338 0.1656 4.2078  0.1016
H -2.3362 -1.1349 5.3509  0.1086
H -0.0836 -2.4848 5.1446  0.1432
H -0.0375 -0.8584 5.8382  0.1404
H 2.1058 -2.0259 4.2820  0.1378
H 1.9646 -0.3189 4.7195  0.1354
H 1.8248 -2.4164 1.6502  0.1193
H 2.9759 -1.1201 2.0693  0.1160
H 1.7723 -0.8464 0.8551  0.0351
C 1.6962 -0.7111 -3.8987  -0.3725
Te 1.1619 1.0891 -2.8936  1.4772
C -0.6078 1.1047 -4.0727  -0.3644
C -0.3591 0.0666 -5.1461  -0.2908
C -1.2233 -0.0154 -6.2371  -0.0349
C -1.0079 -0.9572 -7.2300  -0.0444
C 0.0861 -1.8131 -7.1498  -0.0395
C 0.9602 -1.7215 -6.0788  -0.0292
C 0.7384 -0.7880 -5.0676  -0.2982
H 1.5862 -1.5385 -3.2069  0.0274
H 2.7386 -0.6382 -4.2002  0.0754
H -0.7331 2.1112 -4.4672  0.0741
H -1.4542 0.8770 -3.4326  0.0219
H -2.0530 0.6769 -6.3236  0.1268
H -1.6745 -1.0051 -8.0806  0.1227
H 0.2713 -2.5330 -7.9354  0.1235
H 1.8269 -2.3703 -6.0362  0.1298